2 unconnected molecules or ions with the total composition C3H4OS2 at a distorted geometry, computed with ωB97M-V/def2-TZVPD.

Structure (XYZ):
```
10
Properties=species:S:1:pos:R:3:forces:R:3:mulliken_charge:R:1
C 0.966 -0.882 -0.871 1.0 0.5 0.6 -0.636
C 0.318 -0.095 -0.046 -0.2 0.5 0.8 0.640
C -0.326 0.731 0.783 1.1 0.9 -3.0 -1.166
O -2.276 -1.557 -0.031 -0.1 -0.3 0.3 -0.388
S -3.861 0.735 -0.476 0.5 -0.4 0.8 -0.161
S -2.797 -0.386 0.650 -0.9 0.2 -1.3 0.509
H 2.112 -0.798 -0.863 -1.9 -0.1 -0.4 0.216
H -0.688 1.707 0.372 0.4 -0.9 0.2 0.318
H -0.315 0.711 1.828 -0.1 -0.7 1.4 0.378
H 0.461 -1.628 -1.498 0.3 0.2 0.4 0.290
```
Positions in Å, forces in eV/Å.

* molecular weight: 120.20 g mol⁻¹
* largest force on an atom: 0.0643 hartree/bohr
* multiplicity: 1
* HOMO-LUMO gap: 7.93 eV
* relative energy (zero: lowest compared OMol25 entry of this formula, charge and spin): 309.2 kJ/mol
* total energy: -988.2144 Ha